This record from the OMol25 dataset describes C28H48Br2NOPPtSi as an isolated structure. The level of theory is ωB97M-V with the def2-TZVPD basis set.

Each line ends with the Löwdin charge.
Atoms and positions in Å:
Pt 0.241 -0.324 0.087  0.736
C 3.619 -1.642 -1.030  -0.034
C 3.500 -0.210 -1.468  -0.329
C 4.604 0.432 -2.081  -0.011
C 4.502 1.739 -2.450  -0.021
C 3.296 2.444 -2.227  -0.191
C 3.079 3.805 -2.557  -0.639
Br 4.449 4.833 -3.361  0.759
C 1.877 4.392 -2.288  -0.177
C 0.833 3.664 -1.690  -0.607
Br -0.791 4.556 -1.341  0.775
C 0.954 2.324 -1.356  -0.441
O -0.004 1.618 -0.843  -0.268
C 2.242 1.726 -1.632  -0.139
N 2.371 0.423 -1.264  0.097
H 4.404 -1.755 -0.278  0.089
H 3.887 -2.278 -1.878  0.086
H 2.682 -1.992 -0.597  0.038
H 5.518 -0.125 -2.244  0.115
H 5.333 2.255 -2.912  0.079
H 1.714 5.432 -2.532  0.093
C -3.111 -1.295 -1.037  -0.138
C -2.330 -2.485 -0.475  -0.374
P -0.531 -2.219 -0.613  0.734
C -0.291 -1.862 -2.394  -0.386
C -0.703 -2.995 -3.335  -0.130
C 0.317 -3.836 -0.366  -0.374
C -0.514 -5.109 -0.498  -0.137
H -4.177 -1.408 -0.843  0.081
H -2.981 -1.204 -2.116  0.066
H -2.778 -0.355 -0.593  0.046
H -2.605 -3.410 -0.985  0.078
H -2.551 -2.629 0.580  0.049
H 0.762 -1.595 -2.514  0.067
H -0.845 -0.947 -2.611  0.075
H -0.071 -3.876 -3.210  0.063
H -0.619 -2.676 -4.375  0.076
H -1.738 -3.303 -3.174  0.067
H 0.791 -3.784 0.610  0.045
H 1.139 -3.839 -1.088  0.076
H -1.318 -5.137 0.240  0.067
H 0.111 -5.988 -0.331  0.076
H -0.970 -5.216 -1.484  0.061
C -1.342 -3.025 2.920  -0.103
C -0.331 -1.984 3.419  -0.594
C -0.707 -1.697 4.883  -0.091
C 1.036 -2.692 3.428  -0.103
Si -0.210 -0.366 2.346  0.680
C 1.402 0.614 2.806  -0.606
C 1.623 0.672 4.327  -0.096
C 1.313 2.069 2.305  -0.090
C 2.672 0.020 2.177  -0.109
C -1.786 0.728 2.623  -0.602
C -1.757 1.468 3.973  -0.092
C -1.992 1.795 1.535  -0.115
C -3.047 -0.150 2.602  -0.097
H -1.278 -3.908 3.568  0.091
H -1.120 -3.356 1.911  0.030
H -2.375 -2.681 2.944  0.065
H -0.660 -2.635 5.449  0.088
H -1.724 -1.317 4.980  0.064
H -0.038 -0.989 5.374  0.062
H 0.945 -3.637 3.977  0.088
H 1.820 -2.113 3.914  0.058
H 1.386 -2.927 2.420  0.058
H 0.762 1.062 4.873  0.065
H 2.465 1.346 4.530  0.089
H 1.880 -0.296 4.761  0.062
H 0.550 2.652 2.822  0.065
H 1.111 2.147 1.233  0.053
H 2.276 2.560 2.490  0.091
H 2.858 -1.018 2.456  0.062
H 3.534 0.613 2.510  0.091
H 2.649 0.070 1.089  0.032
H -0.954 2.206 4.022  0.061
H -1.659 0.810 4.837  0.062
H -2.699 2.019 4.092  0.089
H -1.213 2.556 1.513  0.058
H -2.938 2.309 1.749  0.087
H -2.057 1.385 0.528  0.043
H -3.114 -0.824 3.456  0.061
H -3.119 -0.743 1.690  0.054
H -3.926 0.505 2.638  0.089

Calculated values
HOMO-LUMO gap, eV: 7.314
Molecular weight, Da: 828.6
Net charge: 0
Energy, eV: -193853.1527
Spin multiplicity: 1
LUMO energy, eV: 0.019

This record from the OMol25 dataset describes C28H48BrMnN6O7P3S2 as an isolated structure at a distorted geometry. The level of theory is ωB97M-V with the def2-TZVPD basis set.

Each line ends with the Mulliken spin population.
Atoms and positions in Å:
Mn -0.340 0.974 0.887  4.029
O 2.894 -2.076 2.473  -0.002
C 3.786 -1.063 2.418  0.000
C 5.144 -1.381 2.427  0.001
C 6.102 -0.382 2.393  -0.001
C 5.716 0.956 2.372  0.001
C 4.361 1.253 2.377  0.002
C 3.380 0.266 2.367  -0.002
C 1.938 0.705 2.331  -0.011
O 1.503 0.915 1.037  -0.051
N 1.066 -0.306 2.956  0.015
N -0.280 -0.087 2.461  0.049
C -1.060 -1.171 2.878  -0.012
C -2.219 -1.059 3.480  -0.025
Br -2.719 0.957 0.767  -0.001
C -3.370 -0.971 4.095  0.005
C -4.695 -0.980 3.430  0.000
C -5.751 -0.256 3.975  0.002
C -6.987 -0.214 3.345  0.000
C -7.189 -0.908 2.160  0.000
C -6.144 -1.649 1.619  -0.001
C -4.913 -1.684 2.251  -0.002
H 2.004 -1.670 2.621  -0.002
H 5.418 -2.428 2.475  0.000
H 7.152 -0.648 2.398  0.000
H 6.452 1.748 2.362  0.000
H 4.033 2.286 2.372  -0.001
H 1.893 1.650 2.891  -0.020
H 1.021 -0.100 3.953  -0.002
H -0.624 -2.167 2.751  0.004
H -3.375 -0.859 5.176  -0.001
H -5.592 0.298 4.893  0.000
H -7.790 0.372 3.774  0.000
H -8.148 -0.869 1.660  0.000
H -6.290 -2.196 0.695  0.000
H -4.094 -2.254 1.833  0.001
C -3.320 4.905 -0.193  -0.004
C -2.031 5.640 -0.483  0.002
O -1.111 5.477 0.605  -0.001
P -0.031 4.293 0.678  -0.002
S 0.011 3.526 2.468  0.036
S -0.308 2.976 -0.794  -0.026
O 1.286 5.166 0.352  -0.003
C 2.557 4.502 0.401  -0.001
C 3.362 5.031 1.566  0.001
H -4.054 5.108 -0.977  0.000
H -3.732 5.229 0.764  0.000
H -3.143 3.831 -0.144  0.005
H -2.194 6.716 -0.565  0.000
H -1.579 5.287 -1.411  0.001
H 3.051 4.721 -0.547  0.000
H 2.421 3.419 0.469  0.007
H 3.547 6.101 1.455  0.000
H 4.323 4.516 1.617  0.000
H 2.819 4.868 2.497  0.000
C 2.042 -3.998 -3.885  0.000
N 1.844 -3.959 -2.448  0.000
C 2.731 -4.861 -1.723  0.000
P 1.557 -2.498 -1.713  0.002
O 1.352 -2.644 -0.269  0.003
O 0.266 -2.054 -2.576  -0.001
P -0.864 -1.008 -2.111  0.028
O -0.368 0.011 -1.168  -0.061
N -1.349 -0.372 -3.540  0.004
C -0.992 -0.861 -4.855  0.000
C -1.849 1.003 -3.515  -0.002
N -2.096 -1.896 -1.521  0.005
C -2.930 -2.694 -2.400  0.001
C -1.954 -2.452 -0.177  0.008
N 2.723 -1.403 -2.130  -0.001
C 3.465 -0.779 -1.021  0.005
C 2.535 -0.494 -3.253  0.001
H 1.910 -5.021 -4.242  0.000
H 3.048 -3.663 -4.171  0.000
H 1.309 -3.373 -4.391  0.000
H 2.429 -5.894 -1.905  0.000
H 2.669 -4.662 -0.656  0.000
H 3.771 -4.739 -2.049  0.000
H -0.609 -1.876 -4.808  0.000
H -0.231 -0.223 -5.317  0.000
H -1.874 -0.860 -5.503  0.000
H -2.074 1.313 -2.496  0.004
H -2.762 1.074 -4.112  0.000
H -1.100 1.689 -3.919  -0.001
H -3.077 -2.188 -3.351  0.000
H -3.907 -2.829 -1.933  0.000
H -2.497 -3.686 -2.583  0.000
H -1.180 -1.928 0.381  0.017
H -1.684 -3.511 -0.232  0.000
H -2.894 -2.332 0.359  0.000
H 3.682 -1.522 -0.256  -0.001
H 2.897 0.028 -0.556  0.001
H 4.410 -0.399 -1.416  0.000
H 2.031 -0.983 -4.084  0.000
H 3.513 -0.159 -3.604  0.000
H 1.953 0.389 -2.960  0.000

Calculated values
HOMO-LUMO gap (spin up / spin down), eV: 6.672 / 6.831
Molecular weight, Da: 872.6
Net charge: -1
Energy, eV: -203997.6921
Energy above the lowest of the compared OMol25 structures with the same formula, charge and spin, kJ/mol: 18.15
Spin multiplicity: 5
LUMO energy (spin up / spin down), eV: 2.219 / 2.218
<S²>: 6.07